(1)
This record from the OMol25 dataset describes C26H24F12N6O2S3Y as an isolated structure in a non-equilibrium geometry. The level of theory is ωB97M-V/def2-TZVPD.

Structure (XYZ):
```
74
Properties=species:S:1:pos:R:3:forces:R:3
Y -0.4525 0.9246 -1.0213 -1.01 1.83 0.01
C 0.9015 2.5895 5.8388 -0.16 -0.03 0.31
C 0.9589 2.0745 4.4364 -0.37 0.07 -0.53
C 1.8986 1.1294 4.0605 -0.21 -0.14 -0.94
C 1.9553 0.7062 2.7344 -0.26 0.03 0.24
C 1.0884 1.1901 1.7221 -0.01 0.64 1.08
N 1.2051 0.7398 0.4461 -0.11 0.40 -0.35
C 1.4644 -0.5404 0.0756 1.05 -0.34 -0.12
C 1.1565 -1.6472 0.9023 0.55 -1.01 0.12
C 1.4186 -2.9674 0.5395 -0.10 1.27 0.21
C 1.9744 -3.2426 -0.6997 -0.05 0.61 -0.56
C 2.2496 -4.6482 -1.1274 0.25 -0.25 -0.06
C 2.1976 -2.1768 -1.5843 -0.43 0.30 0.63
C 1.9502 -0.8151 -1.2489 0.78 -1.05 -0.52
C 2.2394 0.3215 -2.3295 -0.52 -0.23 0.39
O 1.0970 0.9802 -2.6446 0.55 0.08 0.12
C 2.8295 -0.2371 -3.6682 0.99 -0.92 -1.60
F 2.0099 -1.1284 -4.3118 -0.13 0.60 0.61
F 4.0058 -0.9190 -3.5056 -0.64 0.10 -0.25
F 3.1134 0.7071 -4.6145 -0.78 -0.80 0.84
C 3.4253 1.2264 -1.8678 2.19 1.29 0.41
F 3.3077 1.9829 -0.7609 -0.46 -0.76 -0.68
F 3.8242 2.1047 -2.8479 -0.66 -0.32 0.80
F 4.5560 0.4676 -1.6499 -0.75 0.24 0.35
C 0.1856 2.2598 2.0688 0.37 1.21 1.32
C 0.1305 2.6273 3.4461 0.54 -0.56 -0.78
C -0.6188 3.1660 1.0122 -0.09 -0.76 0.47
O -1.4805 2.4464 0.2599 1.31 0.33 0.11
C 0.3849 4.0348 0.1914 1.12 2.28 -0.16
F 1.2397 3.4330 -0.6492 -0.85 -0.54 0.33
F -0.2536 4.9857 -0.5699 0.40 -1.02 0.11
F 1.1756 4.7876 1.0316 0.00 -0.81 -0.51
C -1.4648 4.3008 1.6884 -1.23 1.21 1.34
F -2.1734 5.0904 0.8265 0.42 -1.10 0.58
F -2.4066 3.8318 2.5703 0.66 -0.20 -0.79
F -0.7233 5.1841 2.4248 -0.45 -0.26 -0.15
H 1.2995 1.8542 6.5466 0.02 0.13 -0.07
H -0.1311 2.8006 6.1350 0.14 0.11 0.01
H 1.4897 3.5080 5.9248 -0.09 -0.01 0.16
H 2.6016 0.7151 4.7713 0.04 0.03 0.13
H 2.7183 -0.0160 2.4505 -0.19 0.07 -0.06
H 0.6691 -1.4575 1.8560 0.58 0.06 -0.16
H 1.1647 -3.7577 1.2339 0.03 -0.14 0.01
H 2.4117 -5.2987 -0.2612 -0.11 0.05 -0.12
H 3.1568 -4.6966 -1.7395 -0.20 -0.05 -0.02
H 1.4076 -5.0386 -1.7067 0.13 -0.15 -0.01
H 2.5688 -2.4367 -2.5676 0.08 0.09 0.16
H -0.5516 3.4001 3.7769 0.10 -0.10 -0.12
C -2.6715 -1.9192 -4.8614 0.00 0.15 -0.01
C -2.5540 -0.4459 -4.6581 -0.92 -0.99 -1.68
N -3.0328 0.4411 -5.4866 0.29 -0.36 0.58
N -2.7029 1.6470 -4.9158 0.95 -1.45 1.73
C -2.0114 1.4515 -3.7195 -0.14 1.78 -0.67
S -1.4509 2.6730 -2.7500 -0.43 0.52 -1.16
N -1.9292 0.0803 -3.5773 -0.46 1.49 -0.74
N -1.3240 -0.6040 -2.5303 -0.36 -2.93 -0.93
H -3.2082 -2.1317 -5.7898 0.12 0.15 0.20
H -3.2158 -2.3648 -4.0243 0.06 -0.08 -0.07
H -1.6745 -2.3649 -4.9152 -0.10 -0.08 0.02
H -2.9479 2.5336 -5.3397 0.19 -0.38 0.31
H -2.0421 -1.2190 -2.0571 0.97 1.16 -0.46
H -0.5553 -1.2187 -2.9163 -0.83 0.84 0.27
S -1.4743 -0.8446 0.7479 -2.04 -1.51 1.21
C -2.1965 -1.9970 1.6864 1.06 0.98 0.03
N -1.9173 -2.1720 3.0162 -0.47 0.56 -0.67
C -2.4748 -3.3529 3.6233 0.57 -0.21 0.65
C -3.7543 -3.6867 2.8797 -0.08 0.33 0.09
S -3.3933 -3.1662 1.1779 -0.13 -0.27 -0.43
H -1.1466 -1.6542 3.4231 -0.22 -0.11 -0.12
H -2.6525 -3.1648 4.6858 -0.07 -0.12 -0.08
H -1.7373 -4.1588 3.5306 -0.21 -0.25 0.08
H -4.5906 -3.0877 3.2539 0.11 -0.11 -0.04
H -4.0133 -4.7465 2.9428 0.13 0.19 -0.14
H -2.5023 0.9246 -1.0213 -0.48 -0.79 -0.26
```
Positions in Å, forces in eV/Å.

Computed properties:
Net charge = -1

Löwdin population analysis, charges in e, atoms 1 to 8: 0.938, -0.075, -0.304, -0.066, -0.026, -0.256, -0.087, -0.352



(2)
This record from the OMol25 dataset describes the molecule C26H24FN3O2S in a non-equilibrium geometry. The level of theory is ωB97M-V/def2-TZVPD.

Structure (XYZ):
```
57
Properties=species:S:1:pos:R:3:forces:R:3
C -4.1777 -2.0860 2.4302 -0.01 -0.11 -0.05
N -4.1706 -2.9288 1.2556 0.00 -0.04 0.08
C -5.4793 -3.4751 0.9755 0.11 0.02 0.06
C -3.5136 -2.3427 0.1082 -0.07 0.15 -0.13
C -4.1744 -1.0862 -0.4873 0.23 -0.23 0.01
C -3.4139 -0.5648 -1.7062 -0.45 -0.22 -0.01
N -2.0665 -0.1284 -1.3720 -0.15 -0.63 -0.16
C -1.0108 -1.0101 -1.6071 0.05 0.08 -0.09
O -1.1711 -2.0062 -2.2710 0.10 -0.05 -0.01
C 0.2738 -0.6651 -0.9440 0.72 -0.43 0.20
C 0.3386 -0.5782 0.4449 0.01 -0.15 -0.19
C 1.5396 -0.3006 1.0609 0.11 0.00 -0.01
C 2.6973 -0.1232 0.3051 -0.43 0.07 0.00
C 3.9599 0.2158 1.0140 -0.05 0.04 0.09
O 3.9548 0.8511 2.0489 0.01 -0.06 -0.13
C 5.2237 -0.2663 0.4013 0.46 -0.03 0.02
C 6.3774 0.4990 0.5584 -0.16 -0.01 0.00
C 7.5768 0.0711 0.0223 0.06 0.03 0.02
C 7.6402 -1.1362 -0.6551 0.00 -0.04 -0.02
C 6.5024 -1.9154 -0.7923 0.08 -0.09 -0.06
C 5.2960 -1.4841 -0.2719 -0.04 0.12 0.11
C 2.6301 -0.2204 -1.0821 -0.01 0.04 0.15
C 1.4274 -0.5020 -1.7010 -0.30 -0.14 0.03
C -1.8485 1.1409 -0.9372 -0.26 1.30 0.39
N -0.7096 1.7256 -0.9434 0.27 -0.33 -0.54
C -0.7727 2.9914 -0.4546 -0.59 0.56 0.38
C 0.2883 3.8843 -0.3146 -0.06 0.11 0.04
F 1.5259 3.5118 -0.6798 -0.19 -0.01 0.04
C 0.0734 5.1485 0.1920 0.16 -0.17 -0.09
C -1.2070 5.5445 0.5658 -0.11 -0.03 0.01
C -2.2862 4.6901 0.4416 -0.12 0.07 0.03
C -2.0598 3.4223 -0.0633 0.41 -0.12 -0.12
S -3.1993 2.1344 -0.3275 0.38 -0.14 -0.07
H -4.4728 -2.6896 3.2886 -0.01 0.06 0.09
H -4.8715 -1.2344 2.3579 0.00 0.04 0.02
H -3.1728 -1.7059 2.6072 0.05 0.07 0.06
H -5.4236 -4.1009 0.0867 -0.07 -0.06 -0.06
H -5.7830 -4.0967 1.8179 -0.10 -0.03 -0.02
H -6.2528 -2.7072 0.8220 -0.05 0.00 -0.02
H -2.4905 -2.1029 0.4131 0.01 -0.04 -0.07
H -3.4507 -3.1123 -0.6662 0.08 0.04 -0.02
H -5.1903 -1.3235 -0.8061 -0.08 0.06 0.01
H -4.2310 -0.3035 0.2713 -0.11 -0.01 0.03
H -3.9537 0.2720 -2.1578 0.11 -0.09 -0.07
H -3.3047 -1.3634 -2.4446 -0.06 0.20 0.04
H -0.5539 -0.7195 1.0383 -0.10 0.02 0.05
H 1.6040 -0.2156 2.1356 0.01 0.01 0.08
H 6.3100 1.4320 1.0978 -0.01 0.07 0.06
H 8.4653 0.6742 0.1373 0.06 0.05 0.00
H 8.5783 -1.4744 -1.0701 0.07 -0.03 -0.04
H 6.5563 -2.8632 -1.3074 0.00 -0.07 -0.03
H 4.4146 -2.1017 -0.3655 -0.05 -0.03 -0.04
H 3.5147 -0.0530 -1.6781 0.06 -0.02 -0.05
H 1.3688 -0.5753 -2.7760 0.00 0.00 -0.11
H 0.9105 5.8203 0.2931 0.11 0.05 0.00
H -1.3577 6.5371 0.9599 0.00 0.10 0.04
H -3.2785 4.9963 0.7309 -0.09 0.09 0.05
```
Positions in Å, forces in eV/Å.

Computed properties:
SMILES = CN(C)CCCN(C(=O)c1ccc(C(=O)c2ccccc2)cc1)c1nc2c(F)cccc2s1
Energy above the lowest of the compared OMol25 structures with the same formula, charge and spin = 38.92 kJ/mol

Löwdin population analysis, charges in e, atoms 1 to 8: -0.106, -0.283, -0.109, -0.206, -0.162, -0.161, -0.007, -0.376



Taking the records one at a time from the top gives E values of -106548.454; -49470.018 eV.
Taking the records one at a time from the top gives gap between HOMO and LUMO values of 5.397; 8.479 eV.